(1)
Below is an isolated ion of composition C8H15N2O2 and charge +1, with properties calculated with ωB97M-V/def2-TZVPD.

```
27
Properties=species:S:1:pos:R:3:forces:R:3
C -2.240152 -1.908420 0.569393 -1.30 -0.21 1.63
C -0.791146 -1.753933 1.134196 -3.81 3.92 0.99
C -0.088399 -0.642041 0.499248 -0.40 2.73 -1.45
C 1.253656 -0.752856 -0.000013 2.37 0.03 -1.02
N 1.765007 0.128169 -0.822870 -0.80 -1.35 0.77
O 2.918957 -0.148500 -1.437390 -0.56 2.28 0.77
C 3.537187 -1.396077 -1.612100 -1.12 -1.92 -1.66
N -0.714402 0.452332 0.217340 0.23 0.57 1.13
C -0.825157 1.670390 -0.229552 0.33 -0.90 0.80
C -1.352104 1.825434 -1.612325 -0.40 0.42 -0.93
O -0.754772 2.751673 0.532589 -0.40 -1.18 -2.00
C -0.507387 2.705015 1.928885 -2.18 2.10 0.98
H -2.771638 -1.000384 0.227462 0.87 -0.10 0.25
H -2.892355 -2.260968 1.411921 0.59 0.15 -0.72
H -2.386429 -2.640572 -0.211046 0.56 -0.25 -0.27
H -0.263174 -2.575041 1.108083 2.72 -4.49 -0.64
H -0.827135 -1.543162 2.231981 -0.21 0.20 -0.67
H 1.866675 -1.596455 0.276347 -0.25 -0.43 0.09
H 4.600609 -1.307055 -1.369759 -0.33 0.02 -0.37
H 3.245845 -1.587404 -2.706796 1.37 -0.09 1.32
H 3.094653 -2.259375 -1.091310 0.19 0.53 0.26
H -0.596406 1.740356 -2.469362 -0.77 -0.08 1.57
H -1.773693 2.881057 -1.662788 -0.01 -1.62 -0.20
H -2.079741 0.934590 -1.666161 0.70 1.85 -0.52
H -0.766259 1.740654 2.353444 -0.22 0.04 0.11
H -1.167826 3.622503 2.347044 1.61 -2.45 -0.70
H 0.515586 2.920072 2.053540 1.23 0.24 0.47
```
Forces are in eV/Å.

Properties
Total charge: +1
ΔE to the lowest compared entry with this formula, charge and spin: 314.12 kJ/mol
E_HOMO: -13.41 eV
SMILES string: CCC(/C=N/OC)=[N+]=C(C)OC

Löwdin atomic charge list, values in e, 6 entries:
1. C -0.05
2. C -0.13
3. C -0.20
4. C -0.04
5. N 0.11
6. O -0.14


(2)
Below is a 2-piece molecular cluster, C18H23ClN3O5S overall, with properties calculated with ωB97M-V/def2-TZVPD.

```
51
Properties=species:S:1:pos:R:3:forces:R:3
C -2.074704 2.141551 3.460852 0.01 -1.14 -0.02
C -1.539391 0.803360 2.816875 0.75 0.76 0.58
C -0.498673 1.125711 1.681834 -2.03 -0.31 1.09
Cl 0.862838 1.996639 2.458701 -0.29 -0.32 -0.80
N -0.055126 -0.131616 0.975509 -0.13 2.42 0.54
N -0.313131 -1.232314 1.665856 1.16 -0.95 -1.90
C 0.096043 -2.291089 1.003777 -0.12 -2.02 0.49
C 0.697526 -2.390195 -0.297960 0.33 1.30 -0.88
C 1.070525 -3.749973 -0.883069 0.38 -0.30 0.01
C 1.813733 -4.674347 0.156230 -0.75 0.76 -0.89
N 2.960456 -4.358411 0.568756 -0.17 -0.17 0.19
C 0.933700 -1.166177 -0.978794 -1.14 -1.16 2.67
C 0.524031 -0.016901 -0.215537 1.01 0.09 -2.34
C 0.832333 1.327814 -0.918366 -0.23 -0.29 -0.39
C 2.382111 1.544695 -1.102805 -0.40 -1.20 -0.38
C 3.247238 1.196477 0.141643 0.81 0.68 -0.16
S 4.590040 0.013168 -0.288983 1.02 -0.79 -0.56
O 5.765543 0.670583 -0.766348 -0.65 0.28 0.54
O 4.073264 -1.022749 -1.162634 -0.54 0.44 1.07
O 4.995303 -0.661778 1.153923 -0.99 0.85 -0.90
H -2.352414 2.902762 2.708050 0.17 -0.31 0.48
H -1.314805 2.499506 4.183283 -0.53 0.14 -0.61
H -2.970398 1.849214 4.046696 0.44 0.41 -0.39
H -0.985245 0.300356 3.639842 -0.51 -0.07 -0.70
H -2.362433 0.155524 2.460918 0.50 0.41 -0.03
H -1.067566 1.738035 0.953027 0.96 -0.09 0.30
H -0.051180 -3.249161 1.539605 -0.01 0.73 -0.26
H 1.796075 -3.614580 -1.718378 -0.57 0.13 0.50
H 0.180946 -4.242777 -1.330828 0.36 0.30 0.44
H 1.290939 -5.601602 0.455718 0.50 0.44 0.03
H 3.266975 -3.472235 0.144769 0.12 -0.22 0.12
H 1.391514 -1.092912 -1.971727 -0.21 0.04 0.57
H 0.446136 1.186248 -1.957059 0.09 0.15 0.73
H 0.294083 2.204544 -0.525672 0.47 -0.46 0.15
H 2.550882 2.552605 -1.523156 0.04 -0.46 0.57
H 2.676611 0.832005 -1.909694 -0.10 0.58 0.49
H 2.714948 0.741470 0.995788 0.05 0.37 -0.53
H 3.776003 2.122038 0.461020 -0.28 -0.80 0.19
H 4.315125 -0.450626 1.818867 0.33 -0.22 -0.11
C -3.724691 2.382283 -2.513513 -0.04 0.08 0.15
C -4.194574 2.332790 -1.267637 0.06 0.09 -0.12
C -4.170491 1.073672 -0.487215 -0.17 0.05 0.11
O -4.596104 1.024585 0.648146 0.19 -0.01 0.01
C -3.602899 -0.128942 -1.144225 0.16 -0.10 -0.06
C -3.133153 -0.080047 -2.389263 0.07 -0.12 0.16
C -3.156599 1.180704 -3.170786 -0.03 0.09 -0.24
O -2.725697 1.224982 -4.302139 0.07 -0.04 0.13
H -3.734165 3.292657 -3.099508 0.00 -0.03 -0.04
H -4.611658 3.200283 -0.771556 -0.03 -0.04 0.02
H -3.593816 -1.039838 -0.557296 -0.08 0.01 0.02
H -2.716008 -0.947990 -2.885538 -0.04 0.02 -0.07
```
Forces are in eV/Å.

Properties
Total charge: +1
E_HOMO: -13.07 eV

Löwdin atomic charge list, values in e, 6 entries:
1. C -0.10
2. C -0.26
3. C -0.58
4. Cl 0.75
5. N -0.06
6. N 0.17


(3)
Below is C7H10NiO4 as an isolated structure, with properties calculated with ωB97M-V/def2-TZVPD.

```
22
Properties=species:S:1:pos:R:3:forces:R:3
O 0.947624 2.367133 -4.640177 -0.17 -1.46 1.50
C 0.834369 1.605255 -3.813023 0.12 1.91 -2.09
Ni 0.534156 0.408661 -2.059698 0.15 1.19 -1.42
C 2.312575 0.555318 -2.052439 7.34 -1.44 2.51
C -1.157289 0.472029 -2.614078 -7.40 -1.44 -0.83
O 3.460416 0.486108 -1.923082 -4.55 0.68 -1.05
O -2.259811 0.380721 -2.950855 4.45 0.70 1.00
C 0.797003 -2.098693 1.685653 -1.13 -0.07 1.31
C -0.210266 -1.690595 0.627609 1.56 -0.80 -1.20
O -0.344673 -0.304254 0.369761 0.20 0.28 0.70
C -0.299734 0.608951 1.464786 0.00 -0.19 0.85
C -1.531554 1.498589 1.446736 0.95 2.32 -1.43
H 1.746409 -1.616646 1.565407 0.52 0.36 -0.19
H 0.940599 -3.182136 1.620130 -0.14 0.15 -0.13
H 0.398475 -1.894896 2.698828 0.44 -0.21 -0.42
H 0.086390 -2.133796 -0.350973 -0.56 0.32 0.37
H -1.207622 -2.068742 0.864318 -0.57 -0.02 0.10
H -0.227683 0.086953 2.417634 0.22 -0.27 -0.24
H 0.619590 1.226377 1.330627 -0.30 -0.23 -0.15
H -2.414604 0.985045 1.177896 -0.92 -0.75 -0.12
H -1.647023 1.964129 2.423807 0.13 -0.15 0.15
H -1.377348 2.344480 0.711136 -0.34 -0.88 0.77
```
Forces are in eV/Å.

Properties
Total charge: +2
E_HOMO (alpha / beta): -18.59 / -18.87 eV
Multiplicity: 3

Löwdin atomic charge list, values in e, 6 entries:
1. O 0.26
2. C 0.04
3. Ni 0.30
4. C -0.03
5. C -0.02
6. O 0.23


Question: What is the total charge in the first record?
Answer: +1


Question: total charge of number 1 (C8H15N2O2)?
Answer: +1


Question: What is the total charge in the second record?
Answer: +1